Formula: C35H30I2N3O6PSSc
Source: OMol25
Level of theory: ωB97M-V/def2-TZVPD

Highest occupied orbital energy in eV: -9.88
Gap between HOMO and LUMO in eV: 7.1
Charge: +1
E in a.u.: -4063.06718

Last column: Löwdin charge in e.
CARTESIAN COORDINATES (ANGSTROEM)
Sc1 0.671 -2.983 1.894  0.761
O1 1.525 -4.803 2.552  -0.555
S1 1.566 -5.382 1.151  0.896
O2 0.473 -4.605 0.445  -0.515
O3 2.930 -4.561 0.695  -0.352
C1 3.250 -4.422 -0.660  -0.321
C2 3.993 -5.413 -1.275  0.005
C3 4.378 -5.235 -2.594  -0.046
C4 4.026 -4.076 -3.274  -0.053
C5 3.275 -3.099 -2.642  -0.057
C6 2.871 -3.256 -1.317  -0.282
P1 1.779 -2.042 -0.495  1.110
C7 0.649 -1.646 -1.868  -0.357
C8 0.584 -0.406 -2.491  -0.069
C9 -0.288 -0.205 -3.556  -0.062
C10 -1.082 -1.244 -4.015  -0.070
C11 -1.004 -2.495 -3.410  -0.068
C12 -0.147 -2.693 -2.341  -0.114
C13 2.807 -0.574 -0.201  -0.373
C14 2.207 0.617 0.216  -0.102
C15 2.988 1.688 0.623  -0.056
C16 4.373 1.576 0.638  -0.065
C17 4.976 0.393 0.235  -0.077
C18 4.197 -0.678 -0.183  -0.127
H1 4.272 -6.298 -0.718  0.128
H2 4.959 -6.001 -3.089  0.116
H3 4.333 -3.936 -4.302  0.113
H4 2.989 -2.205 -3.184  0.121
H5 1.213 0.410 -2.160  0.100
H6 -0.334 0.765 -4.033  0.111
H7 -1.751 -1.087 -4.850  0.109
H8 -1.606 -3.316 -3.778  0.111
H9 -0.077 -3.672 -1.880  0.102
H10 1.127 0.713 0.236  0.100
H11 2.513 2.609 0.934  0.113
H12 4.981 2.409 0.963  0.111
H13 6.054 0.302 0.243  0.112
H14 4.677 -1.594 -0.509  0.105
I1 3.808 -2.192 3.026  0.992
C19 3.385 -3.487 4.658  -1.095
I2 1.512 -3.186 5.617  0.866
H15 4.151 -3.332 5.405  -0.036
H16 3.384 -4.497 4.270  -0.040
C20 -5.628 8.867 -0.475  -0.069
O4 -5.542 7.730 -1.325  -0.071
C21 -4.850 6.657 -0.878  -0.278
C22 -4.744 5.589 -1.765  0.004
C23 -4.055 4.455 -1.387  -0.026
C24 -3.470 4.366 -0.130  -0.258
C25 -3.580 5.430 0.754  -0.018
C26 -4.267 6.575 0.388  -0.008
N1 -2.777 3.140 0.161  0.064
N2 -2.279 3.090 1.298  0.069
C27 -1.597 1.869 1.623  -0.192
C28 -0.693 2.010 2.640  -0.002
C29 0.115 0.952 3.105  0.018
C30 -0.014 -0.280 2.540  -0.340
O5 0.728 -1.343 2.875  -0.313
C31 -0.986 -0.474 1.519  -0.156
N3 -1.073 -1.759 1.039  0.029
C32 -1.960 -2.028 0.110  -0.114
C33 -2.822 -1.055 -0.415  -0.020
C34 -2.737 0.231 0.038  0.032
C35 -1.790 0.576 1.040  -0.069
H17 -6.168 9.621 -1.039  0.095
H18 -4.636 9.242 -0.221  0.096
H19 -6.179 8.632 0.437  0.097
H20 -5.207 5.674 -2.739  0.123
H21 -3.957 3.616 -2.066  0.111
H22 -3.127 5.355 1.732  0.106
H23 -4.347 7.392 1.089  0.104
H24 -0.595 2.995 3.079  0.120
H25 0.840 1.103 3.894  0.130
H26 -2.010 -3.054 -0.234  0.122
H27 -3.536 -1.332 -1.177  0.117
H28 -3.387 0.993 -0.357  0.101
O6 -1.154 -3.767 3.055  -0.057
H29 -1.858 -4.381 2.824  0.100
H30 -1.241 -3.546 3.990  0.062